# 1
{
  "formula": "C2H3BrN2",
  "method": "ωB97M-V/def2-TZVPD",
  "symbols": ["Br", "N", "N", "C", "C", "H", "H", "H"],
  "positions_angstrom": [[1.6086, -1.8385, 1.1257], [-0.7658, 0.6793, -0.5180], [0.0595, -0.4135, -0.9616], [-0.1704, 0.5100, 0.8200], [0.5142, -0.5532, 0.3327], [-0.3563, -1.2438, -1.4189], [-0.2458, 1.2650, 1.5063], [-0.6440, 1.5947, -0.8862]],
  "forces_ev_per_angstrom": [[-0.134, -0.048, -0.345], [-1.284, -1.629, 2.041], [0.797, -0.239, -1.584], [-0.109, -1.342, -3.547], [0.030, 0.600, 2.168], [-0.250, 1.028, 0.359], [0.176, 1.164, 2.030], [0.774, 0.467, -1.122]],
  "mulliken_charge": [-0.14, -0.28, -0.28, -0.29, 0.10, 0.26, 0.39, 0.24],
  "e_tot_ha": -2761.421582,
  "homo_ev": -8.451,
  "homo_lumo_gap_ev": 9.39,
  "e_above_lowest_kj_mol": 89.92,
  "multiplicity": 1
}



# 2
{
  "formula": "C22H22CoF6N11O10S2Se",
  "method": "ωB97M-V/def2-TZVPD",
  "symbols": ["Se", "Co", "S", "S", "F", "F", "F", "F", "F", "F", "O", "O", "O", "O", "O", "O", "O", "O", "O", "O", "N", "N", "N", "N", "N", "N", "N", "N", "N", "N", "N", "C", "C", "C", "C", "C", "C", "C", "C", "C", "C", "C", "C", "C", "C", "C", "C", "C", "C", "C", "C", "C", "C", "H", "H", "H", "H", "H", "H", "H", "H", "H", "H", "H", "H", "H", "H", "H", "H", "H", "H", "H", "H", "H", "H"],
  "positions_angstrom": [[-0.7053, 1.7919, -3.3958], [0.4758, 1.2419, 0.6618], [-0.3605, -0.6809, 3.2096], [1.9340, -2.2420, 3.0789], [0.7375, -3.6205, 5.0506], [-2.4924, -1.9270, 2.1162], [-2.8476, 0.1007, 2.7889], [2.9149, -3.5846, 5.0721], [1.7756, -1.8364, 5.6906], [-1.7354, -0.2878, 0.9414], [-0.2744, 2.9620, -1.1279], [3.4702, 0.9825, 1.5351], [0.3651, 0.5012, 2.6462], [1.4962, 0.2778, -2.4218], [3.6239, -6.5706, -1.8862], [2.8077, -1.0555, 3.1892], [3.3056, -6.1232, -4.0585], [-0.7053, -0.6306, 4.5939], [2.4268, -3.3514, 2.2911], [0.7264, -0.4439, -0.4300], [0.4356, -1.9465, 2.7352], [-1.2366, 4.4909, 2.6166], [-2.4497, -0.2670, -2.2449], [3.2353, -5.8136, -2.8208], [2.5097, 1.6181, 0.7873], [0.8017, 2.4865, -0.6633], [-0.8224, 2.5967, 1.5047], [-2.7036, 1.6920, -1.3161], [-2.2630, 4.0739, 1.8670], [-2.1055, 2.9556, 1.1198], [-3.4649, 4.7230, 1.7583], [-5.5164, -1.1775, -0.3180], [2.9992, 2.4442, -0.0920], [-3.7418, 0.9024, -0.8316], [-3.5517, -0.3616, -1.4152], [1.3411, -0.6251, -1.5898], [-5.7111, 0.0733, 0.2866], [-0.3455, 3.5020, 2.3735], [2.0372, -2.3907, -3.2361], [2.7478, -4.5114, -2.5018], [2.1735, 4.1088, -1.8935], [-1.8695, -1.3656, -3.0021], [1.7966, -2.0247, -1.9107], [-1.9280, -0.7166, 2.2367], [2.0068, 3.0144, -0.9181], [-1.9559, 1.0357, -2.2366], [1.8187, -2.8484, 4.8137], [2.5889, -4.1580, -1.1721], [2.0298, -2.9371, -0.8914], [-4.7889, 1.1191, 0.0640], [4.4331, 2.7382, -0.2259], [2.4483, -3.6539, -3.5535], [-4.4092, -1.4131, -1.1452], [-4.2162, 4.0615, 1.4850], [-6.5852, 0.2348, 0.9317], [1.7809, 5.0428, -1.4877], [4.7819, 2.5476, -1.2428], [2.5884, -3.9965, -4.5735], [-2.3609, 2.5251, -0.8021], [-4.2262, -2.3714, -1.6103], [0.6251, 3.4589, 2.8395], [3.0415, 0.2837, 2.0992], [-3.7050, 5.2930, 2.5922], [-2.6455, -1.8492, -3.6016], [1.6308, 3.8870, -2.8129], [-4.8819, 2.0907, 0.5494], [-1.4186, -2.0940, -2.3333], [3.2317, 4.2220, -2.1205], [-1.0984, -0.9392, -3.6572], [1.9315, -1.6426, -4.0172], [2.9032, -4.8536, -0.3885], [4.9613, 2.0855, 0.4716], [1.7592, -2.6874, 0.1316], [4.6908, 3.7857, 0.0111], [-6.2665, -1.9519, -0.1941]],
  "forces_ev_per_angstrom": [[-0.722, -0.014, 0.486], [0.571, -3.258, 1.013], [3.186, 0.945, -0.535], [1.652, 0.444, -0.539], [0.597, 0.444, -0.569], [0.688, 0.515, 0.544], [0.996, -0.306, -0.085], [-0.413, 0.345, -0.132], [0.069, -0.194, -0.512], [0.320, -0.102, 1.414], [-0.928, 1.200, -2.047], [-0.281, -0.192, 0.281], [-1.446, -0.797, 0.958], [0.528, -1.039, 0.674], [-1.102, 1.827, -2.465], [-1.359, -1.482, -0.077], [-0.218, 0.521, 3.483], [-0.448, 0.134, -0.481], [-0.726, 0.982, 0.805], [0.669, -0.424, -1.000], [-1.392, 0.017, -0.138], [-1.102, -1.480, -1.101], [0.926, 1.207, -0.525], [1.812, -3.214, -1.287], [1.242, -0.146, 0.432], [2.416, 1.905, -0.823], [-1.736, 1.174, -0.149], [0.019, 0.913, 0.472], [0.147, -1.260, -0.733], [3.346, 2.026, 3.575], [-1.016, 0.682, 0.359], [0.342, 0.286, -0.333], [0.055, -0.888, 1.016], [0.262, -0.876, 0.086], [-0.372, 0.574, 0.297], [-1.022, 1.491, 0.652], [0.559, 0.436, -0.121], [-1.548, 0.121, -0.700], [-0.181, 1.036, -0.125], [-0.305, 0.483, 0.131], [0.345, -0.065, -0.103], [-0.037, 0.293, -0.368], [-0.011, -0.012, 0.094], [-1.803, -0.468, -1.755], [-3.297, -0.084, -0.404], [-1.149, -1.368, 0.492], [0.188, -0.726, 1.350], [0.250, -0.899, 0.099], [-0.382, 0.576, 0.537], [-0.174, -0.132, -0.036], [0.958, 0.042, 0.247], [0.304, -0.596, -0.029], [-0.353, -0.048, -0.006], [0.958, 0.604, 0.456], [0.517, -0.036, -0.316], [-0.009, 0.073, -0.058], [-0.059, -0.044, 0.023], [-0.001, 0.160, 0.214], [-0.241, -0.619, -1.019], [-0.177, -0.121, 0.061], [-0.011, -0.075, -0.090], [0.000, 0.445, -0.391], [0.523, -0.819, -0.752], [0.127, 0.074, 0.006], [-0.046, 0.003, 0.032], [-0.175, -0.320, -0.116], [0.052, -0.003, 0.138], [-0.023, 0.204, -0.101], [-0.204, -0.250, 0.192], [-0.188, -0.073, 0.153], [-0.324, 0.288, -0.298], [0.168, 0.233, -0.271], [0.279, 0.065, -0.256], [-0.313, -0.351, -0.056], [0.231, 0.015, 0.131]],
  "mulliken_spin": [0.64, 2.62, 0.02, 0.00, 0.00, 0.00, 0.00, 0.00, 0.00, 0.02, 0.16, 0.04, 0.02, 0.02, 0.00, 0.00, 0.00, 0.00, 0.00, 0.06, 0.00, 0.00, 0.00, 0.00, 0.16, -0.03, 0.06, 0.01, 0.00, 0.00, 0.00, 0.00, -0.04, 0.00, 0.00, -0.01, 0.01, 0.01, 0.00, 0.00, 0.00, -0.02, 0.01, 0.00, 0.17, 0.03, 0.00, 0.00, 0.01, 0.00, 0.00, 0.00, 0.00, 0.00, 0.00, 0.01, 0.00, 0.00, -0.01, 0.00, 0.00, 0.00, 0.00, 0.00, 0.01, 0.00, 0.00, 0.00, 0.02, 0.00, 0.00, 0.00, -0.01, 0.00, 0.00],
  "e_tot_ha": -7385.770281,
  "homo_ev": [-8.210, -8.114],
  "homo_lumo_gap_ev": [7.52, 5.77],
  "e_above_lowest_kj_mol": 0.00,
  "multiplicity": 5,
  "s2": 6.04
}